No. 1
{
  "formula": "C6H17N2",
  "method": "wB97M-V/def2-TZVPD",
  "relative_energy_kj_mol": 288.6,
  "homo_ev": -13.21,
  "charge": 1,
  "e_tot_ev": -9469.043,
  "homo_lumo_gap_ev": 10.3,
  "smiles": "C[NH2+]CCNC(C)C",
  "symbols": ["N", "H", "H", "H", "H", "H", "C", "H", "C", "N", "C", "H", "H", "H", "H", "C", "H", "H", "C", "H", "C", "H", "H", "H", "H"],
  "coordinates": [[1.550570, 0.405810, -1.377574], [-2.903163, -1.346475, 1.967011], [-2.075612, 0.474647, -1.266766], [1.475955, -1.491776, -0.366073], [2.614685, 2.086057, -0.552673], [2.738742, -0.296747, 0.218246], [1.717184, -0.400135, -0.053798], [-1.502427, -2.486183, 1.723128], [2.338864, 1.809891, -1.489359], [-0.567285, 0.291561, 0.363340], [-1.311746, -0.941476, 0.292502], [-1.349197, -0.764380, 2.420766], [3.220922, 1.567799, -2.073223], [-3.266151, 0.102440, 0.362529], [-3.068376, -1.113982, -1.035760], [-2.568337, -0.322854, -0.538756], [1.699341, 2.605250, -1.940714], [1.798977, 0.012808, -2.238667], [0.777716, 0.155916, 1.076020], [-0.671146, -1.579959, -0.314905], [-1.780482, -1.420894, 1.662502], [0.523980, -0.316398, 2.111180], [0.554424, 0.770782, -1.242957], [1.156553, 1.189554, 1.350940], [-1.103990, 1.008744, 0.943058]],
  "forces_ev_per_a": [[-0.929, 4.375, 3.306], [1.711, -0.180, -1.371], [-1.745, -1.628, 1.491], [0.516, 1.875, 0.750], [0.761, 0.793, 2.807], [0.918, -0.269, 0.234], [-0.644, -1.857, -0.623], [-0.021, 0.489, 0.834], [-1.332, -1.916, -2.178], [2.248, 2.831, 2.416], [-2.810, 2.519, -1.200], [0.441, -0.598, 0.230], [-0.009, 0.342, -0.138], [1.545, -0.551, -2.747], [-0.819, -0.433, -0.662], [1.299, 1.015, 1.999], [0.415, -1.010, 0.157], [-0.288, -1.652, -1.209], [-1.624, 1.257, -0.373], [-0.566, -0.708, 0.221], [-1.223, -0.991, 0.432], [1.631, -0.185, -2.048], [0.379, -1.249, -0.638], [-0.519, -1.028, -0.431], [0.666, -1.241, -1.259]]
}

***

No. 2
{
  "formula": "C5H13NO3",
  "method": "wB97M-V/def2-TZVPD",
  "relative_energy_kj_mol": 463.5,
  "homo_ev": -9.79,
  "e_tot_ev": -13024.427,
  "homo_lumo_gap_ev": 9.7,
  "symbols": ["H", "H", "H", "H", "H", "C", "H", "H", "H", "H", "C", "H", "C", "H", "H", "O", "O", "O", "H", "N", "C", "C"],
  "coordinates": [[1.124769, 4.017034, -2.130549], [-0.477125, 3.325068, -3.920875], [-3.465128, -0.414848, -0.418570], [-4.832394, 1.596372, 0.205673], [-1.365783, 4.456105, -1.893405], [0.510918, 3.551226, -1.348042], [0.591893, 4.202274, -0.467811], [-5.046734, 2.542694, 1.515034], [-3.824355, 1.527646, 1.983333], [0.923398, 2.553184, -1.138803], [-1.035490, 2.754600, -3.168016], [-0.640994, 1.729445, -3.104377], [-0.935130, 3.447689, -1.815587], [-2.080251, 2.694980, -3.502751], [-2.102513, 0.921348, -0.718454], [-1.250895, 3.102095, 1.380149], [-3.300074, 3.420773, 0.639519], [-2.759783, 0.106337, -0.025539], [-2.625991, 2.462566, -1.321285], [-1.764905, 2.709646, -0.834233], [-4.239523, 1.956508, 1.059460], [-2.018286, 3.309817, 0.447115]],
  "forces_ev_per_a": [[-0.174, -0.122, 0.074], [-0.091, -0.241, 0.170], [0.325, 0.323, -0.902], [1.763, -0.585, -0.004], [0.184, -0.032, -0.195], [0.178, 0.258, -0.027], [0.020, -0.430, -0.057], [0.188, 0.539, 0.062], [0.776, -0.630, -1.504], [-0.156, 0.338, 0.087], [-0.152, -0.048, 0.015], [-0.002, 0.294, -0.063], [0.332, -0.035, 0.122], [0.171, 0.013, 0.025], [-2.793, -3.391, 2.743], [0.150, 2.089, -1.362], [-4.014, -1.244, 0.630], [3.187, 2.847, -1.857], [-0.253, 0.900, 0.443], [0.624, 0.389, -1.480], [-1.036, 4.463, 1.212], [0.770, -5.694, 1.869]]
}

***

No. 3
{
  "formula": "C22H47NO11P2",
  "method": "wB97M-V/def2-TZVPD",
  "relative_energy_kj_mol": 1297.0,
  "homo_ev": -9.06,
  "e_tot_ev": -66156.499,
  "homo_lumo_gap_ev": 6.8,
  "smiles": "C#C[C@](CCN)(CCCOC)OC=O.CCOP(=O)(OCC)OCC.CCOP(=O)(OCC)OCC",
  "symbols": ["C", "H", "H", "O", "C", "C", "C", "H", "H", "H", "N", "C", "C", "H", "H", "H", "H", "O", "C", "C", "H", "H", "O", "H", "H", "O", "H", "H", "C", "C", "H", "C", "P", "H", "H", "C", "C", "H", "H", "H", "C", "H", "H", "C", "C", "H", "H", "H", "O", "H", "H", "H", "H", "C", "H", "C", "O", "O", "H", "P", "C", "H", "H", "H", "H", "H", "O", "H", "O", "H", "H", "C", "C", "H", "H", "O", "H", "H", "C", "H", "O", "H", "H"],
  "coordinates": [[2.405141, -2.775326, -1.586435], [2.560516, -7.164845, -2.960181], [1.564505, -2.926743, -0.821485], [6.360221, -5.099384, -0.924615], [-0.029766, -5.426014, -1.047523], [2.638578, -4.089784, -2.544028], [-4.746444, 2.903315, 3.247219], [2.447799, -7.540400, -1.159594], [-1.011695, 3.588088, -0.361346], [2.424970, -1.890089, -3.489226], [2.136972, -1.607181, -2.533498], [2.240093, 6.362749, -2.461876], [5.394628, -5.913824, -1.156034], [0.095583, 6.610989, -2.733368], [-6.894045, 0.420479, -0.447614], [0.064390, 2.801678, 2.390464], [-4.637369, 1.542242, -0.794141], [4.452625, -5.733977, -2.220220], [-1.787217, -3.901414, -1.357886], [-0.115258, -0.985357, 1.107460], [-1.036653, -5.878619, -0.668272], [-0.724249, -0.914559, 0.202346], [-0.430355, -4.204533, -1.784635], [0.590007, -5.203339, -0.107688], [3.132701, 6.994761, -2.537424], [-1.926808, 0.015158, 2.338315], [-1.455104, -2.011132, 2.468675], [-1.765895, -3.815978, -0.205547], [2.789445, 5.618415, 1.528452], [-0.966981, -1.037780, 2.362253], [1.108874, -1.500774, -2.514789], [2.531209, 4.986775, 2.884310], [-3.510014, -0.367170, 1.995329], [1.083540, 7.246889, -4.063502], [-3.029979, 2.176069, 4.319861], [-0.576027, 3.837324, 0.609615], [3.062693, -4.729910, 1.147888], [-0.983679, 1.847667, 1.335694], [2.429699, 5.465238, -3.057875], [-5.249805, 2.983887, 4.216192], [-6.224771, 0.693055, 0.372720], [-1.354110, 4.358227, 1.176025], [0.260541, -6.228113, -3.150521], [-0.170481, 2.577069, 1.346805], [3.098448, -5.402639, -1.693574], [-5.479985, 2.503425, 2.546679], [1.744771, -4.279236, -3.241439], [3.746475, 6.146321, 1.540958], [2.867835, 4.594677, 0.535551], [-2.562456, -4.695259, -1.699907], [3.464059, 4.598678, 3.306324], [-2.163589, -2.886899, -1.762643], [-6.522591, 1.680052, 0.734705], [2.203663, -6.713566, -1.944627], [5.381317, -6.855481, -0.468131], [1.031067, 7.119575, -2.979367], [-3.887254, 0.903768, 0.986659], [0.670653, 4.281187, -1.836384], [2.018892, 6.357347, 1.302002], [1.679106, 4.460899, -0.691028], [-3.526378, 2.007661, 3.360719], [0.720010, 2.124602, 0.901470], [-0.333992, -0.896014, 3.246059], [3.403645, -2.491365, -1.057515], [-4.552091, -0.202822, -0.651132], [1.844934, 4.142375, 2.814773], [-3.158442, -1.323192, 0.845273], [-4.463018, 3.909964, 2.928266], [-3.936077, 0.639615, 3.314706], [-2.804480, 2.250680, 2.579420], [0.116005, -7.512196, -1.838009], [3.322749, -5.066816, -0.109551], [-4.784454, 0.710969, -0.098318], [2.122103, 5.719976, 3.584655], [3.225226, -4.548544, 2.280873], [2.053132, 6.033609, -1.087879], [0.522941, -0.095445, 1.120631], [0.976871, 8.110080, -2.513134], [0.618740, -6.485089, -2.072740], [3.518632, -3.774217, -3.243108], [0.518874, 4.732708, 0.472928], [0.521885, -1.870089, 1.029621], [-6.365236, -0.013089, 1.195907]],
  "forces_ev_per_a": [[1.101, -0.051, -1.188], [-0.459, 0.980, 1.766], [1.291, 0.304, -1.315], [-4.923, -3.838, -1.726], [-1.293, -0.770, -0.424], [0.671, 0.761, 0.765], [-0.280, 0.083, 0.380], [-0.445, 1.692, -1.180], [0.176, 0.083, -0.015], [-0.469, 0.349, 0.884], [-0.900, -1.227, 0.786], [-0.262, 0.324, -0.350], [4.106, 2.810, 0.966], [0.202, -0.156, -0.086], [0.052, -0.028, 0.085], [0.023, -0.046, -0.044], [0.117, 0.009, 0.179], [1.048, -0.139, 2.693], [-0.659, 0.833, 0.581], [0.242, 0.130, -0.141], [1.910, 0.515, -0.556], [-0.089, -0.166, 0.162], [-0.942, -1.058, 1.170], [-0.615, -0.116, -1.582], [-0.086, -0.106, 0.151], [-0.695, -0.960, 0.973], [0.056, 0.112, -0.104], [-0.433, -0.131, -1.733], [-0.656, 0.455, 0.598], [0.533, -0.154, -0.314], [0.809, 0.084, -0.521], [0.359, -0.202, 0.262], [5.476, 7.259, -3.380], [0.017, 0.032, 0.058], [-0.022, -0.338, 0.002], [-0.384, -0.174, 0.001], [2.508, -2.040, -5.780], [0.144, 0.054, -0.054], [-0.128, 0.115, 0.056], [0.035, 0.013, -0.112], [-0.140, 0.218, 0.002], [0.165, 0.123, -0.017], [0.875, -0.206, 1.948], [-0.118, 0.071, 0.182], [0.299, 0.204, 0.490], [0.254, 0.026, -0.096], [1.124, 0.154, 1.462], [0.036, -0.185, -0.273], [0.462, -3.267, -2.587], [1.414, 1.066, 0.597], [-0.109, 0.031, -0.016], [1.020, -1.578, 0.467], [-0.005, -0.094, 0.003], [0.019, -0.509, -0.585], [-0.688, 1.355, -1.536], [-0.172, 0.265, 0.028], [-0.798, -0.463, 0.193], [2.923, -3.506, -0.014], [0.087, -0.255, -0.171], [-3.873, 8.204, 2.988], [0.066, 0.851, -0.551], [-0.064, -0.007, -0.099], [-0.172, 0.090, -0.068], [-1.804, -0.972, -0.696], [0.094, 0.014, 0.177], [-0.092, 0.227, -0.118], [-2.867, -2.243, 2.818], [0.014, -0.079, 0.026], [-1.570, -3.977, 0.205], [-0.142, -0.265, 0.076], [0.968, 1.746, -0.430], [-3.182, 1.690, 5.482], [-0.125, 0.002, -0.480], [0.037, -0.025, -0.070], [-0.481, -0.358, -2.700], [0.966, -0.896, -0.348], [-0.033, -0.248, 0.047], [0.078, -0.113, -0.106], [-0.513, -0.584, 0.559], [-1.374, -0.890, 1.380], [0.295, -0.880, -0.026], [0.008, 0.054, 0.030], [-0.021, -0.085, -0.087]]
}

***

No. 4
{
  "formula": "C2H2BaFO",
  "method": "wB97M-V/def2-TZVPD",
  "relative_energy_kj_mol": 437.7,
  "homo_ev": -10.93,
  "charge": 1,
  "e_tot_ev": -7554.765,
  "homo_lumo_gap_ev": 6.0,
  "symbols": ["O", "F", "C", "Ba", "H", "H", "C"],
  "coordinates": [[0.189280, 0.851142, -0.704062], [1.888269, -0.013711, 0.610289], [-0.526056, 0.039821, 0.614426], [-0.193825, -0.893428, -2.557974], [-0.480861, 0.311392, 1.669137], [-1.588496, -0.035932, 0.374135], [0.711688, -0.259283, -0.005951]],
  "forces_ev_per_a": [[-1.542, 1.306, 1.264], [-0.536, 0.294, 0.700], [0.158, 1.661, 0.748], [0.831, 0.647, 1.621], [0.323, 1.395, -0.121], [0.448, -1.131, -0.661], [0.318, -4.172, -3.550]]
}

***

No. 5
{
  "formula": "C6H13N2O2S",
  "method": "wB97M-V/def2-TZVPD",
  "relative_energy_kj_mol": 26.5,
  "homo_ev": -14.64,
  "charge": 1,
  "e_tot_ev": -24334.998,
  "homo_lumo_gap_ev": 11.1,
  "smiles": "CC1=[N+](C)[C@H](C)CS(=O)(=O)N1",
  "symbols": ["N", "C", "H", "H", "H", "C", "H", "C", "O", "C", "O", "S", "C", "H", "H", "H", "H", "H", "C", "H", "H", "H", "N", "H"],
  "coordinates": [[1.619165, 1.379451, 0.051707], [0.314944, 1.225898, 0.149832], [2.098722, 2.332417, 0.157154], [-2.429914, -0.977586, -0.171263], [0.011647, -1.759522, -1.364575], [0.560936, -2.071403, 0.802659], [-1.985500, 0.656761, -1.038578], [-1.787169, 0.036084, -0.138186], [4.009338, 0.699307, -0.633739], [-0.464354, 2.535903, 0.475680], [2.944019, -0.511962, 1.200243], [2.839851, 0.131295, -0.064155], [1.886397, -0.909254, -1.135373], [-1.445683, 2.569684, 0.050021], [0.102020, 3.384171, 0.138506], [-0.446795, -2.157581, 1.205122], [1.071894, -3.030614, 0.554963], [2.541340, -1.824102, -0.919794], [0.542760, -1.211533, -0.449632], [-2.166464, 0.377471, 0.790052], [1.217490, -1.461949, 1.389362], [-0.558922, 2.492993, 1.533668], [-0.263640, 0.021717, -0.139958], [1.975656, -0.631670, -2.195424]],
  "forces_ev_per_a": [[3.016, 1.695, 0.494], [-1.835, -0.877, -1.298], [-1.370, -1.704, -0.080], [2.447, 1.720, -0.553], [0.456, 1.152, 2.092], [0.885, -0.014, -1.313], [-0.758, -0.475, 0.918], [-0.315, -2.039, -1.566], [-0.573, 0.454, -0.349], [0.708, -2.119, -0.705], [-0.114, 0.282, 0.197], [-0.260, 0.061, -0.314], [2.124, -1.395, 1.718], [-0.425, -0.104, -0.298], [0.319, 0.302, 0.053], [0.214, -0.298, 0.028], [-0.673, 0.513, 0.486], [-1.018, 0.643, -0.921], [-2.331, -0.777, -3.139], [-0.057, 1.147, 0.735], [-0.061, -0.500, 1.376], [-0.121, 0.423, 1.079], [0.199, 1.802, 0.836], [-0.457, 0.109, 0.524]]
}